P | C2H5FIN as an isolated structure. Source: OMol25; level of theory: wB97M-V/def2-TZVPD.

Output
LUMO   -0.414 eV
Gap between HOMO and LUMO   7.93 eV
HOMO energy   -8.342 eV

XYZ file:
```
10
C2H5FIN wB97M-V/def2-TZVPD
C -0.4164 -0.6475 0.9179
C 0.0447 0.4792 0.0103
N -0.3906 0.5504 -1.2571
F 0.3132 1.6538 0.6011
I 2.6513 -0.3941 -0.1898
H -1.4351 -0.4055 1.1045
H -0.4689 -1.6580 0.4598
H 0.0475 -0.8341 1.8742
H -0.3021 1.4620 -1.6538
H -0.0437 -0.2062 -1.8672
```

Mulliken population analysis, charges in e, atoms 1 to 5: C -0.87; C 0.26; N -0.44; F -0.21; I -0.35

Q | One molecule with the formula C2H5FIN. Source: OMol25; level of theory: wB97M-V/def2-TZVPD.

Output
Structure (SMILES)   CCN(F)I
LUMO   -0.139 eV
Gap between HOMO and LUMO   9.03 eV
HOMO energy   -9.168 eV

XYZ file:
```
10
C2H5FIN wB97M-V/def2-TZVPD
C -0.7503 0.6646 -0.4453
C -0.3215 -0.3332 0.5220
N 1.3427 -0.7223 0.5140
F 1.2287 -1.6248 -0.5422
I 2.6174 0.7888 -0.0613
H -1.8715 0.7415 -0.2294
H -0.4053 1.6495 -0.2716
H -0.6114 0.2693 -1.4467
H -0.5223 -0.1201 1.6333
H -0.7065 -1.3132 0.3273
```

Mulliken population analysis, charges in e, atoms 1 to 5: C -1.10; C -0.16; N -0.27; F -0.18; I 0.13

R | A 2-piece molecular cluster, C2H5FIN overall. Source: OMol25; level of theory: wB97M-V/def2-TZVPD.

Output
LUMO (alpha / beta)   -2.627 / -2.626 eV
Gap between HOMO and LUMO (alpha / beta)   7.35 / 7.34 eV
HOMO energy (alpha / beta)   -9.980 / -9.962 eV

XYZ file:
```
10
C2H5FIN wB97M-V/def2-TZVPD
C -1.0494 0.8326 0.3547
C -0.1533 -0.2734 -0.3555
N 1.0277 -0.3843 0.4072
F 1.7970 -2.4035 0.0356
I 2.6011 0.6833 -0.0579
H -0.9333 0.5635 1.3608
H -0.3965 1.6575 0.0128
H -2.0075 0.7186 -0.0004
H -0.7191 -1.3472 -0.3673
H -0.1668 -0.0473 -1.3901
```

Mulliken population analysis, charges in e, atoms 1 to 5: C -0.91; C -0.22; N -0.27; F -0.52; I 0.35

It comes down to P, which is 68.3 kcal/mol more stable than the next structure.

P | One molecule with the formula C19H25N3O5S. Source: OMol25; level of theory: wB97M-V/def2-TZVPD.

Output
Structure (SMILES)   CCCCN(C)C(=O)c1c[nH]c2ccc(S(=O)(=O)N3CCOCC3)cc2c1=O
LUMO   -0.134 eV
Gap between HOMO and LUMO   8.69 eV
HOMO energy   -8.819 eV

XYZ file:
```
53
C19H25N3O5S wB97M-V/def2-TZVPD
C -2.4599 -1.8579 5.4405
C -1.4401 -1.3077 6.4319
C 0.0079 -1.6256 6.0490
C 0.6494 -0.6414 5.0651
N 0.0053 -0.6029 3.7635
C 0.2519 -1.6172 2.9169
O 0.8698 -2.6180 3.2449
C -0.2862 -1.5034 1.5182
C -0.9942 -2.5491 1.0298
N -1.4433 -2.6049 -0.2473
C -1.1763 -1.6052 -1.1420
C -1.6489 -1.6792 -2.4586
C -1.3722 -0.6638 -3.3450
C -0.6267 0.4326 -2.9275
C -0.1531 0.5218 -1.6423
C -0.4154 -0.4983 -0.7259
C 0.1142 -0.3988 0.6506
O 0.8310 0.5251 1.0004
H 0.4263 1.3744 -1.3255
S -0.2940 1.7682 -4.0731
O -0.6544 1.3191 -5.3919
O -0.8993 2.9700 -3.5823
N 1.3633 1.9092 -3.8740
C 1.9115 3.2503 -3.9448
H 1.1973 3.9166 -3.4628
C 2.1392 3.6604 -5.4012
H 2.6592 4.6177 -5.4634
O 2.9595 2.7236 -6.0660
C 2.3719 1.4405 -6.0653
H 3.0696 0.7867 -6.5915
C 2.1330 0.9452 -4.6347
H 1.5767 0.0073 -4.6449
H 3.0882 0.7988 -4.1203
H 1.4099 1.4641 -6.5957
H 1.1643 3.7334 -5.9069
H 2.8585 3.2545 -3.3962
H -1.7183 -0.6912 -4.3661
H -2.2288 -2.5366 -2.7677
H -1.9718 -3.4062 -0.5614
H -1.2340 -3.3922 1.6618
C -0.7690 0.5679 3.4295
H -1.2929 0.9185 4.3180
H -1.5063 0.3303 2.6631
H -0.1269 1.3675 3.0504
H 1.6881 -0.9513 4.9133
H 0.6399 0.3690 5.4772
H 0.6261 -1.6156 6.9490
H 0.0624 -2.6256 5.6187
H -1.6447 -1.7495 7.4100
H -1.5659 -0.2271 6.5344
H -3.4709 -1.6260 5.7700
H -2.3632 -2.9392 5.3688
H -2.3175 -1.4389 4.4492
```

Mulliken population analysis, charges in e, atoms 1 to 5: C -1.01; C -0.44; C -0.59; C -1.15; N 0.26

Q | One molecule with the formula C19H25N3O5S. Source: OMol25; level of theory: wB97M-V/def2-TZVPD.

Output
Structure (SMILES)   CCN(CC)S(=O)(=O)c1cc(NC(=O)CCNC(=O)c2ccco2)ccc1C
LUMO   0.350 eV
Gap between HOMO and LUMO   8.60 eV
HOMO energy   -8.248 eV

XYZ file:
```
53
C19H25N3O5S wB97M-V/def2-TZVPD
C -2.4980 2.5459 3.9880
H -1.6407 2.0223 4.4014
H -2.8408 3.2960 4.6960
H -3.3033 1.8332 3.8267
C -2.1072 3.1805 2.6545
N -0.8873 3.9556 2.6505
S 0.5212 3.0477 2.6180
O 0.5417 2.0462 3.6473
O 1.6187 3.9750 2.5952
C 0.3738 2.2316 1.0256
C 0.2687 0.8544 1.0326
C 0.1752 0.1645 -0.1734
C 0.2086 0.8891 -1.3657
C 0.3077 2.2655 -1.3472
C 0.3846 2.9724 -0.1498
C 0.4620 4.4633 -0.1339
H 1.2289 4.7853 0.5657
H 0.6829 4.8484 -1.1265
H -0.4863 4.8797 0.2041
H 0.3267 2.8082 -2.2811
H 0.1571 0.3568 -2.3044
N 0.0629 -1.2199 -0.2643
C -0.1301 -2.1167 0.7353
O -0.2723 -1.8533 1.9074
C -0.1809 -3.5552 0.2158
H -1.0636 -3.6446 -0.4215
H -0.3164 -4.2106 1.0755
C 1.0725 -3.9506 -0.5910
N 0.7492 -4.4608 -1.9067
C 0.3797 -3.6536 -2.9221
O 0.3105 -2.4349 -2.8222
C 0.0716 -4.3479 -4.1759
C -0.3095 -3.8380 -5.3911
C -0.4737 -4.9462 -6.2482
C -0.1832 -6.0463 -5.4979
O 0.1465 -5.7009 -4.2469
H -0.1767 -7.0922 -5.7346
H -0.7665 -4.9285 -7.2773
H -0.4479 -2.8025 -5.6224
H 0.7091 -5.4573 -2.0478
H 1.7197 -3.0783 -0.7242
H 1.6391 -4.7180 -0.0645
H 0.1128 -1.5834 -1.2211
H 0.2612 0.3365 1.9776
C -0.8190 5.2158 3.3629
C -0.4319 5.1030 4.8356
H -1.1886 4.5795 5.4119
H -0.2982 6.0979 5.2545
H 0.5042 4.5570 4.9146
H -1.7866 5.7140 3.2509
H -0.0567 5.8086 2.8499
H -1.9514 2.3883 1.9166
H -2.9140 3.8281 2.2919
```

Mulliken population analysis, charges in e, atoms 1 to 5: C -1.21; H 0.30; H 0.30; H 0.42; C -0.47

It comes down to Q, which is 6.0 kcal/mol more stable than the next structure.

P | One molecule with the formula C15H18N4O3. Source: OMol25; level of theory: wB97M-V/def2-TZVPD.

Output
Structure (SMILES)   O=C1CCC(C(=O)Nc2ccccc2N2CCOCC2)=NN1
LUMO   -0.350 eV
Gap between HOMO and LUMO   7.70 eV
HOMO energy   -8.052 eV

XYZ file:
```
40
C15H18N4O3 wB97M-V/def2-TZVPD
O 1.6560 -0.7310 -2.6039
O -2.1448 4.2124 -3.6815
N -0.8676 1.6073 -1.6782
O -2.9315 -0.3039 2.8069
C 0.9613 -0.0081 -1.9087
C -1.3335 3.3563 -3.2858
C 0.1184 1.0851 -2.4198
C 3.4583 -2.5131 0.9229
C 2.8952 -2.6682 2.1679
C 2.8200 -1.7176 -0.0204
C 1.6328 -2.1474 2.4667
C 1.5871 -1.1209 0.3006
C 0.9754 -1.3658 1.5491
N -1.6246 2.6274 -2.1608
N 0.9442 -0.2011 -0.5342
N -0.2807 -0.8942 1.8703
C -1.8023 0.4125 3.3039
C -2.7336 -0.6186 1.4308
C -0.0471 3.0576 -4.0219
C 0.3906 1.6105 -3.8328
C -0.5433 -0.4649 3.2333
C -1.4569 -1.4544 1.1987
H 4.3760 -2.9979 0.6800
H 3.4496 -3.2510 2.9364
H 3.2596 -1.5763 -1.0241
H 1.1688 -2.4336 3.3956
H -2.4874 2.8802 -1.6795
H 0.1463 0.2208 -0.0933
H -1.6358 1.3078 2.7218
H -1.9959 0.7462 4.3268
H -3.6407 -1.1130 1.0525
H -2.7443 0.2769 0.8027
H -0.2317 3.1822 -5.0564
H 0.6935 3.7656 -3.6665
H -0.1112 0.9903 -4.5602
H 1.4254 1.5117 -4.0425
H 0.3398 0.0594 3.6206
H -0.7313 -1.3845 3.7646
H -1.2839 -1.4718 0.1295
H -1.6702 -2.4730 1.5889
```

Mulliken population analysis, charges in e, atoms 1 to 5: O -0.66; O -0.65; N -0.41; O -0.41; C 0.30

Q | One molecule with the formula C15H18N4O3. Source: OMol25; level of theory: wB97M-V/def2-TZVPD.

Output
Structure (SMILES)   N[C@@H](Cc1c[nH]cn1)C(=O)N[C@@H](Cc1ccccc1)C(=O)O
LUMO   0.468 eV
Gap between HOMO and LUMO   9.42 eV
HOMO energy   -8.955 eV

XYZ file:
```
40
C15H18N4O3 wB97M-V/def2-TZVPD
C -2.4792 1.6557 -0.1810
C -0.9899 1.5712 0.1450
C -2.9723 0.4289 -1.1132
C -3.7487 -0.6453 -0.2717
C -4.9393 -1.3005 -0.4258
C -3.7545 -2.1833 1.2670
C 0.7785 0.0734 0.8087
C 1.5699 1.0057 1.7318
C 1.5152 0.0099 -0.4466
C 2.9116 -0.4420 -0.4263
C 3.9565 0.4627 -0.3381
C 3.0848 -1.8017 -0.5223
C 5.2956 0.0204 -0.3254
C 4.4224 -2.2227 -0.5767
C 5.5143 -1.3595 -0.4281
H -2.3125 3.3411 -1.5271
H -2.8261 3.7085 -0.0841
H -2.9211 1.5620 0.8431
H -3.6524 1.0392 -1.7208
H -2.1406 -0.1398 -1.6904
H -5.8528 -1.1140 -1.0450
H -3.3223 -2.8951 1.9564
H -5.5329 -2.9713 0.7868
H -1.2297 -0.1996 1.0360
H 0.8007 -0.9662 1.2214
H 1.3739 1.1147 -0.7992
H 0.8992 -0.5190 -1.2645
H 3.8426 1.6099 -0.3094
H 2.1677 -2.3501 -0.5146
H 6.1111 0.7716 -0.0829
H 4.7043 -3.2839 -0.5826
H 6.5577 -1.7031 -0.5196
H 1.1120 2.4455 0.4791
N -2.9524 2.9752 -0.7814
N -3.0252 -1.1966 0.7597
N -4.9536 -2.2257 0.5792
N -0.5660 0.4607 0.7315
O -0.2570 2.4073 -0.4398
O 2.1428 0.6065 2.7346
O 1.6678 2.2493 1.3364
```

Mulliken population analysis, charges in e, atoms 1 to 5: C 0.06; C 0.57; C -0.49; C -0.04; C -0.54

It comes down to Q, which is 6.7 kcal/mol more stable than the next structure.

P | A 13-piece molecular cluster, ClH24O16 overall. Source: OMol25; level of theory: wB97M-V/def2-TZVPD.

Output
LUMO   2.296 eV
Gap between HOMO and LUMO   9.17 eV
HOMO energy   -6.870 eV
Net charge   -1

XYZ file:
```
41
ClH24O16 wB97M-V/def2-TZVPD
Cl 0.9428 -0.4471 0.4299
O 0.7512 -1.1964 1.7045
O 2.0024 -1.0606 -0.4698
O -0.3719 -0.3152 -0.2654
O 1.5081 0.9532 0.7855
O -1.1003 -3.1253 0.1925
H -1.1732 -2.4530 0.8768
H -0.2443 -2.9253 -0.1655
O 2.5996 2.6187 -1.4193
H 3.1707 2.0757 -1.9378
H 2.8260 3.5247 -1.6316
O -0.3961 -1.1218 -2.7538
H 0.4648 -0.8214 -3.0493
H -0.4062 -0.6611 -1.8851
O -2.7602 1.9640 -0.3466
H -2.2215 2.1237 0.4470
H -2.7450 1.0235 -0.3490
O -1.3764 -2.8654 3.0099
H -1.6372 -2.5947 3.8772
H -0.5316 -2.4733 2.9249
O 0.4916 0.7434 3.5230
H 0.9413 1.5752 3.3517
H 0.8800 0.2431 2.8828
O 1.6678 3.9503 1.1117
H 2.0910 4.7646 0.8528
H 2.1679 3.2698 0.6388
O -0.1716 2.2519 -1.4838
H 0.7991 2.0958 -1.1861
H -0.6278 1.8901 -0.6989
O -3.1287 -0.9473 -0.2071
H -3.0656 -1.8622 -0.3599
H -4.0566 -0.7631 -0.0996
O 2.0197 0.2460 -2.9312
H 2.4625 0.0735 -3.8037
H 2.5366 -0.2354 -2.3221
O 1.0724 -3.3264 -1.6593
H 1.7803 -2.8002 -1.3135
H 0.6798 -2.6898 -2.2766
O -2.3496 -0.3667 2.2828
H -2.4021 -0.6492 1.3754
H -3.0898 0.3137 2.3477
```

Mulliken population analysis, charges in e, atoms 1 to 5: Cl 1.41; O -0.68; O -0.78; O -0.35; O -0.67

Q | A 13-piece molecular cluster, ClH24O16 overall. Source: OMol25; level of theory: wB97M-V/def2-TZVPD.

Output
LUMO   2.221 eV
Gap between HOMO and LUMO   8.93 eV
HOMO energy   -6.710 eV
Net charge   -1

XYZ file:
```
41
ClH24O16 wB97M-V/def2-TZVPD
Cl -0.5305 -0.9392 -0.9738
O -0.6195 -1.2482 0.4892
O 0.5375 -1.8762 -1.4738
O -1.8435 -1.2342 -1.6428
O -0.1555 0.5108 -1.1058
O -2.7055 -0.4072 2.4422
H -2.7935 -1.2142 2.9522
H -3.0615 -0.6642 1.5482
O 2.0195 -2.9932 0.7922
H 2.2665 -3.8912 0.8352
H 1.5415 -2.9192 -0.0248
O -0.1235 2.8548 -3.0468
H -0.9965 2.5918 -2.7568
H 0.4255 2.3148 -2.5038
O -0.0335 2.6398 0.8942
H -0.4915 2.2278 0.1522
H 0.1005 1.9648 1.5542
O -4.0205 -0.7462 0.1282
H -3.4605 -1.2092 -0.4758
H -4.5615 -1.4372 0.4502
O -2.1545 2.2218 -1.2818
H -1.8225 1.3688 -1.4258
H -3.0395 2.0338 -1.0008
O 3.6045 -1.3232 -1.3758
H 2.9905 -0.8822 -0.7538
H 3.0295 -1.3702 -2.1128
O -0.0495 0.6758 2.5512
H -0.9065 0.4388 2.5292
H 0.2675 0.5988 3.4742
O 2.1155 -0.1232 0.6982
H 1.2045 -0.4262 0.5952
H 2.0755 0.3338 1.5682
O 2.1395 0.4558 -2.8788
H 1.3895 -0.0402 -2.5418
H 2.4445 0.9088 -2.0758
O -0.0595 -2.3342 2.9372
H 0.4535 -1.9062 2.2722
H -0.9235 -2.1382 2.6242
O 2.1245 2.2718 -0.9268
H 1.8695 3.1768 -0.8948
H 1.7545 1.7358 -0.2148
```

Mulliken population analysis, charges in e, atoms 1 to 5: Cl 1.57; O -0.57; O -0.74; O -0.86; O -0.59

It comes down to Q, which is 22.6 kcal/mol more stable than the next structure.